[1]
C30H42As3FN3PdS as an isolated structure. Source: the OMol25 dataset; level of theory: ωB97M-V/def2-TZVPD.

```
81
Properties=species:S:1:pos:R:3:forces:R:3
Pd 0.3461 0.1345 0.1450 -0.3 0.5 0.5
C 3.8229 0.2075 1.0152 0.0 0.1 -0.1
As 2.6068 0.2284 -0.4930 0.3 -0.2 -0.1
C 2.9755 -1.4638 -1.3747 0.1 0.1 0.0
C 3.2427 1.4997 -1.8188 -0.1 0.0 0.0
C 2.9554 2.9958 -1.5965 -0.1 -0.1 0.0
C 3.5383 3.4623 -0.2687 0.1 0.1 0.0
C 1.4422 3.2397 -1.6593 0.0 0.0 0.1
As 0.2797 2.4341 -0.3296 -0.2 0.1 -0.1
C 0.4851 3.2984 1.3897 0.1 0.1 -0.1
C -1.4651 3.0171 -0.9182 0.1 0.1 0.0
C 3.5993 3.7287 -2.7885 0.1 0.0 -0.1
As 3.7637 5.7184 -3.0441 0.0 -0.1 0.0
C 5.1707 6.1115 -1.7365 0.0 0.0 0.0
C 2.2525 6.4877 -2.0413 0.0 0.1 0.0
H 4.8487 0.2529 0.6492 0.0 0.0 0.0
H 3.6847 -0.7232 1.5639 0.0 0.0 0.0
H 3.6506 1.0533 1.6764 0.0 0.0 0.0
H 4.0109 -1.4601 -1.7170 0.0 0.0 0.0
H 2.3239 -1.5792 -2.2393 0.0 0.0 0.0
H 2.8436 -2.2913 -0.6801 0.0 0.0 0.0
H 2.7950 1.1691 -2.7606 0.0 0.0 0.0
H 4.3191 1.3272 -1.8963 0.0 0.0 0.1
H 3.1300 2.9120 0.5837 0.0 0.0 0.0
H 3.3334 4.5188 -0.1032 0.0 0.0 0.0
H 4.6222 3.3359 -0.2564 0.0 0.0 0.0
H 1.0355 2.9151 -2.6209 0.0 0.0 0.0
H 1.2308 4.3065 -1.5634 0.0 0.0 0.0
H 0.6251 4.3675 1.2247 0.0 0.0 0.0
H 1.3350 2.9022 1.9384 0.0 0.0 0.0
H -0.4297 3.1369 1.9574 0.0 0.0 0.0
H -1.4300 4.1085 -0.9271 0.0 0.0 0.0
H -2.2345 2.6871 -0.2263 0.0 -0.1 0.0
H -1.6753 2.6538 -1.9208 0.0 0.0 0.0
H 3.1263 3.3641 -3.7058 0.0 0.1 0.0
H 4.6433 3.4040 -2.8604 0.0 0.0 0.0
H 6.0607 5.5314 -1.9806 0.0 0.0 0.0
H 4.8904 5.9378 -0.6996 0.0 0.0 0.0
H 5.4322 7.1631 -1.8516 0.0 0.0 0.0
H 1.3083 6.3003 -2.5541 0.0 0.0 0.0
H 2.4048 7.5676 -2.0587 0.0 0.0 0.0
H 2.1918 6.1851 -0.9952 0.0 0.0 0.0
N -3.5921 0.0452 1.9524 0.1 -0.2 0.1
C -4.6142 0.1975 0.9767 0.0 0.1 -0.1
C -5.9153 0.4341 1.3847 0.1 0.0 0.0
C -6.9128 0.6054 0.4349 0.0 0.0 -0.1
C -6.6038 0.5564 -0.9160 0.0 0.0 0.0
C -5.2951 0.3306 -1.3228 0.0 0.0 0.0
C -4.3069 0.1383 -0.3718 -0.1 0.1 -0.1
S -2.6669 -0.2456 -0.9007 0.1 -0.1 0.1
N -1.7467 0.0372 0.5281 0.1 0.1 -0.3
C -2.2749 0.0499 1.7159 0.1 0.1 0.0
C -1.3401 0.0709 2.8904 -0.1 0.1 0.3
C -1.8048 0.1560 4.1953 0.0 0.0 0.0
C -0.8975 0.1438 5.2484 0.0 0.0 0.0
C 0.4488 0.0514 4.9628 0.0 0.0 0.0
C 0.8288 -0.0242 3.6300 0.2 0.1 0.0
N -0.0287 -0.0141 2.6160 -0.2 -0.3 -0.2
H -3.9045 0.0605 2.9072 0.0 -0.1 0.0
H -6.1538 0.4876 2.4405 0.0 0.0 0.0
H -7.9293 0.7839 0.7561 0.0 0.0 0.0
H -7.3774 0.6936 -1.6583 0.0 0.0 0.0
H -5.0566 0.2915 -2.3785 0.0 0.0 0.0
H -2.8540 0.2353 4.4381 0.0 0.0 0.0
H -1.2467 0.2074 6.2701 0.0 0.0 0.0
H 1.1949 0.0397 5.7446 0.0 0.0 0.0
H 1.8783 -0.0892 3.3657 0.0 0.0 0.0
F -0.1331 -8.1037 0.1134 0.0 0.0 0.0
C -0.1425 -6.8183 -0.0201 0.0 -0.1 0.0
C 0.5784 -6.0595 0.9278 0.0 0.0 0.0
C 0.5785 -4.7122 0.7890 0.0 -0.1 0.1
C -0.1429 -4.0872 -0.2940 0.0 0.1 -0.1
C -0.1409 -2.7462 -0.4640 -0.1 -0.2 0.0
C -0.8724 -4.9215 -1.2235 -0.1 0.0 -0.1
C -0.8697 -6.2718 -1.0939 0.0 0.0 0.0
H 1.0992 -6.5812 1.7192 0.0 0.0 0.0
H 1.1144 -4.0861 1.4919 0.0 0.0 0.0
H -0.7004 -2.2819 -1.2684 0.0 0.0 0.0
H 0.4269 -2.1072 0.2175 0.0 -0.2 0.1
H -1.4170 -4.4447 -2.0290 0.0 0.0 0.0
H -1.3936 -6.9386 -1.7654 0.0 0.0 0.0
```
Positions in Å, forces in eV/Å.

Its frontier orbital gap (alpha / beta) is 3.985 / 3.985 eV. The energy above the lowest of the compared OMol25 structures with the same formula, charge and spin is 55.1 kJ/mol. The LUMO energy (alpha / beta) comes out at -10.44 / -10.45 eV. The spin multiplicity is 1. The HOMO energy (alpha / beta) is -14.43 / -14.43 eV. The net charge is +3.


[2]
C30H42BIrN8S3 as an isolated structure. Source: the OMol25 dataset; level of theory: ωB97M-V/def2-TZVPD.

```
85
Properties=species:S:1:pos:R:3:forces:R:3
Ir -0.1623 -0.0832 -0.8563 -0.3 0.0 0.7
C 2.0561 -5.7952 1.5088 0.0 -0.1 0.0
C 2.0034 -4.4818 0.7373 -0.1 0.2 0.2
C 3.4297 -4.0563 0.3968 0.0 0.0 0.0
C 1.1345 -4.6588 -0.5032 0.0 0.0 0.0
N 1.3530 -3.4351 1.6363 0.1 -0.3 -0.1
C 0.7749 -3.7207 2.8618 0.2 0.0 -0.2
C 0.2751 -2.5694 3.3473 0.0 0.2 -0.1
N 0.5363 -1.5694 2.4292 -0.1 0.2 0.1
B 0.0344 -0.1241 2.7575 0.1 -0.1 -0.1
N 0.9343 0.9973 2.1225 -0.1 -0.1 0.2
C 2.1449 1.2678 2.7222 -0.1 0.0 0.0
C 2.5916 2.4439 2.2414 -0.1 0.1 -0.1
N 1.6500 2.9112 1.3410 0.3 0.3 -0.1
C 0.6647 1.9975 1.2602 -0.2 0.0 0.0
S -0.7376 1.9465 0.1962 0.5 -0.2 0.2
C 1.8084 4.3066 0.7463 -0.1 -0.3 0.1
C 3.1497 4.3630 0.0238 0.0 0.0 0.1
C 0.6906 4.6317 -0.2295 0.0 0.1 0.0
C 1.7647 5.2851 1.9206 0.0 0.0 0.0
N -1.4978 0.0131 2.4841 0.3 0.0 0.2
C -2.2900 0.7193 3.3645 0.2 0.0 -0.1
C -3.5645 0.6321 2.9362 -0.1 -0.1 -0.1
N -3.5650 -0.1518 1.7988 -0.3 0.1 -0.1
C -2.2922 -0.5024 1.5351 -0.1 0.0 -0.1
S -1.7600 -1.4529 0.1683 0.0 -0.1 -0.2
C -4.8099 -0.4614 0.9781 0.2 0.0 0.2
C -4.6616 0.2006 -0.3877 0.0 0.0 -0.1
C -6.0202 0.1259 1.6975 0.0 0.0 0.0
C -4.9820 -1.9726 0.8795 -0.1 -0.1 0.0
C 1.1827 -2.1218 1.3892 0.0 0.0 -0.1
S 1.6977 -1.3167 -0.0792 -0.1 0.0 0.3
H 2.5779 -6.5188 0.8853 0.0 0.0 0.0
H 1.0635 -6.1990 1.7138 0.0 0.0 0.0
H 2.6131 -5.7058 2.4427 0.0 0.0 0.0
H 3.9247 -4.8932 -0.0955 0.0 0.0 0.0
H 3.9942 -3.8178 1.2998 0.0 0.0 0.0
H 3.4677 -3.2066 -0.2805 0.0 0.0 0.0
H 1.5490 -5.4624 -1.1122 0.0 0.0 0.0
H 1.1049 -3.7559 -1.1099 0.0 0.0 0.0
H 0.1164 -4.9357 -0.2241 0.0 0.0 0.0
H 0.7840 -4.7029 3.2932 0.0 0.0 0.0
H -0.2255 -2.3676 4.2784 0.0 0.0 0.0
H 0.1528 0.0182 3.9451 0.0 -0.1 -0.1
H 2.5684 0.6177 3.4694 0.0 0.0 0.0
H 3.4778 2.9999 2.4863 0.0 0.0 0.0
H 3.1839 3.6310 -0.7830 0.0 0.0 0.0
H 3.9928 4.1931 0.6949 0.0 0.0 0.0
H 3.2688 5.3593 -0.4020 0.0 0.0 0.0
H 0.6995 3.9846 -1.1065 0.0 0.0 0.0
H 0.8636 5.6549 -0.5634 0.0 0.0 0.0
H -0.2956 4.5990 0.2342 0.1 0.0 0.0
H 2.5939 5.1396 2.6128 0.0 0.0 0.0
H 0.8283 5.1909 2.4733 0.0 0.0 0.0
H 1.8327 6.3022 1.5354 0.0 0.0 0.0
H -1.8776 1.2135 4.2269 0.0 0.0 0.0
H -4.4616 1.0360 3.3636 0.0 0.0 0.0
H -4.4296 1.2620 -0.2806 0.0 0.0 0.0
H -5.6038 0.1131 -0.9287 0.0 0.0 0.0
H -3.8845 -0.2796 -0.9831 -0.1 0.0 0.0
H -6.0055 1.2170 1.7201 0.0 0.0 0.0
H -6.1218 -0.2595 2.7126 0.0 0.0 0.0
H -6.9083 -0.1751 1.1445 0.0 0.0 0.0
H -4.1597 -2.4671 0.3664 0.0 0.0 0.0
H -5.8924 -2.1744 0.3146 0.0 0.0 0.0
H -5.0965 -2.4123 1.8713 0.0 0.0 0.0
N 2.4177 1.2249 -2.0572 -0.2 0.0 -0.4
C 2.0984 0.9747 -3.3959 -0.1 0.0 0.6
C 3.0792 1.0918 -4.3489 0.2 0.1 -0.3
C 2.8067 1.0085 -5.7243 0.2 0.0 0.1
C 1.5320 0.8231 -6.1617 -0.1 0.0 0.0
C 0.4999 0.6513 -5.2169 -0.1 0.0 -0.1
C -0.8291 0.4467 -5.6460 0.1 0.0 -0.1
C -1.8281 0.2389 -4.7435 -0.1 0.0 0.1
C -1.4861 0.1829 -3.3958 0.1 0.0 0.0
N -0.2536 0.3767 -2.9362 0.1 0.0 -0.4
C 0.7738 0.6731 -3.8259 -0.3 -0.1 0.2
H 1.7315 1.0145 -1.3478 0.2 0.2 0.0
H 3.3604 1.0229 -1.7639 0.0 -0.1 -0.1
H 4.0927 1.2969 -4.0228 0.0 0.0 0.0
H 3.6171 1.1217 -6.4316 0.0 0.0 0.0
H 1.2934 0.7963 -7.2167 0.0 0.0 0.0
H -1.0398 0.4559 -6.7089 0.0 0.0 0.0
H -2.8546 0.0835 -5.0422 0.0 0.0 0.0
H -2.2406 -0.0508 -2.6535 0.0 0.0 0.0
```
Positions in Å, forces in eV/Å.

Its frontier orbital gap (alpha / beta) is 7.607 / 5.193 eV. The energy above the lowest of the compared OMol25 structures with the same formula, charge and spin is 70.0 kJ/mol. The LUMO energy (alpha / beta) comes out at -5.23 / -7.80 eV. The spin multiplicity is 5. The HOMO energy (alpha / beta) is -12.83 / -12.99 eV. The net charge is +2.


[3]
C30H42Cl4KN3O6SSeSi2 as an isolated structure. Source: the OMol25 dataset; level of theory: ωB97M-V/def2-TZVPD.

```
90
Properties=species:S:1:pos:R:3:forces:R:3
K 0.5405 -0.0368 -0.6993 -2.4 0.6 0.0
O 4.5205 -0.2679 -1.1736 1.1 0.4 0.3
Cl 3.1864 -0.6744 -1.4102 1.5 -0.2 -0.5
O 3.1556 -1.7477 -2.3361 -0.1 -1.0 -0.9
O 2.4257 0.4147 -1.9271 0.5 1.3 -1.3
O 2.5807 -1.0968 -0.1870 0.3 -0.7 1.4
C -0.8681 0.1575 2.2532 -0.8 0.6 0.7
Si -0.9595 1.9697 2.9515 0.3 -0.3 -0.1
C 0.6107 2.8030 2.2295 -0.3 0.0 0.3
N 0.7836 2.5477 0.8153 0.2 -0.1 0.1
C -0.2212 3.2378 0.0098 -0.4 0.0 -0.5
C 0.3826 3.9795 -1.1734 0.0 0.3 0.2
C 1.4136 4.9881 -0.6752 0.0 0.1 -0.1
C 2.4721 4.2983 0.2019 -0.1 -0.2 0.1
C 2.1366 2.8038 0.3535 0.5 0.3 0.0
C -2.5626 2.9674 2.6926 0.4 -0.3 -0.1
C -3.6335 2.4264 1.9982 0.0 -0.2 -0.1
C -4.8511 3.0753 1.9093 -0.2 0.1 0.1
C -5.0192 4.3011 2.5285 -0.2 0.0 -0.1
C -3.9554 4.8787 3.2005 0.0 0.2 0.2
C -2.7419 4.2191 3.2783 0.2 0.0 0.0
C -0.7941 2.0994 4.8478 0.3 0.0 0.0
C 0.3485 2.5947 5.4790 -0.1 0.0 -0.4
C 0.4282 2.7259 6.8511 0.1 0.1 0.4
C -0.6380 2.3464 7.6516 0.0 -0.1 -0.1
C -1.7739 1.8183 7.0529 -0.1 0.0 0.3
C -1.8446 1.7025 5.6797 0.0 0.0 -0.4
H -1.4276 -0.5504 2.8734 0.1 -0.1 0.2
H 0.1886 -0.1312 2.2944 0.2 0.0 0.3
H 1.4656 2.3466 2.7376 0.0 -0.1 0.2
H 0.6404 3.8847 2.4634 0.0 0.0 0.1
H -0.7620 3.9656 0.6300 0.0 0.0 0.0
H -0.9571 2.5162 -0.3523 -0.2 0.0 0.1
H -0.4212 4.4881 -1.7058 0.0 -0.2 -0.1
H 0.8397 3.2705 -1.8633 -0.1 0.0 -0.2
H 0.8963 5.7562 -0.0918 0.0 0.0 0.0
H 1.8868 5.4976 -1.5178 0.0 0.0 0.0
H 2.5033 4.7680 1.1875 0.1 0.0 0.1
H 3.4685 4.3964 -0.2341 0.0 0.0 0.0
H 2.8354 2.3417 1.0551 0.0 -0.1 0.0
H 2.2762 2.3080 -0.6066 0.1 0.0 0.1
H -3.5114 1.4687 1.5342 0.0 -0.3 -0.2
H -5.6634 2.6133 1.3669 -0.1 0.0 -0.1
H -5.9759 4.8076 2.4829 0.0 0.0 0.0
H -4.0833 5.8412 3.6823 0.0 0.0 0.0
H -1.9224 4.6735 3.8158 0.1 0.1 0.1
H 1.1857 2.9126 4.8765 0.2 0.0 -0.1
H 1.3221 3.1396 7.3025 0.0 0.0 0.0
H -0.5837 2.4546 8.7265 0.0 0.0 0.1
H -2.6120 1.5087 7.6664 0.0 0.0 0.0
H -2.7421 1.3086 5.2229 -0.2 -0.1 0.0
C 3.2310 -5.7198 0.2102 0.1 0.1 0.0
C 3.0345 -4.3982 -0.5241 0.0 -0.1 0.2
C 1.5607 -4.0969 -0.7552 0.0 0.5 0.4
S 0.7898 -3.3502 0.7557 -0.7 -0.4 -1.4
O 0.9268 -4.3776 1.8124 0.3 -0.5 1.1
C -0.9555 -3.5331 0.1504 0.5 0.1 0.1
C -1.5160 -4.9205 0.4143 0.1 -0.1 0.1
C -2.2513 -4.9788 1.7476 0.1 -0.1 -0.1
H 4.2837 -5.8864 0.4355 0.1 -0.1 0.0
H 2.8701 -6.5489 -0.4007 0.0 -0.1 0.0
H 2.6703 -5.7041 1.1410 0.0 -0.1 0.1
H 3.5549 -4.4203 -1.4860 -0.1 0.1 0.1
H 3.4648 -3.5802 0.0563 0.1 0.0 -0.1
H 1.0112 -4.9994 -1.0286 -0.2 0.0 0.0
H 1.4624 -3.3325 -1.5223 -0.1 0.0 -0.2
H -0.9484 -3.2901 -0.9075 0.0 0.2 -0.1
H -1.5265 -2.7818 0.6859 -0.1 0.3 0.0
H -0.6899 -5.6375 0.4415 -0.1 -0.1 -0.1
H -2.1917 -5.2034 -0.3976 0.1 0.0 0.0
H -1.5661 -4.7023 2.5452 0.0 0.0 0.1
H -2.6179 -5.9869 1.9401 -0.1 -0.1 0.1
H -3.0976 -4.2944 1.7435 -0.1 0.1 0.1
Se -2.1604 2.2612 -3.3970 0.0 0.0 0.6
C -1.7128 1.9509 -5.1778 -0.2 0.2 0.5
C -2.6892 2.0256 -6.1750 0.0 -0.1 -0.2
C -2.3278 1.8362 -7.4868 -0.1 0.0 -0.2
N -1.0849 1.5878 -7.8918 0.1 -0.1 -0.5
C -0.1627 1.5035 -6.9355 0.2 0.0 -0.1
C -0.4102 1.6643 -5.5906 0.1 -0.1 -0.2
H -3.7135 2.2301 -5.9053 -0.1 0.0 0.0
H -3.0743 1.8898 -8.2757 -0.1 0.0 0.0
H 0.8437 1.2969 -7.2849 0.1 0.0 0.0
H 0.3899 1.5735 -4.8676 0.0 0.0 0.0
O -2.6382 -0.5070 0.8749 -0.2 0.1 0.8
N -1.2641 0.0677 0.8930 -0.5 0.2 -1.0
Cl -4.7421 0.8257 -0.9406 -0.3 0.4 -0.2
Si -3.5580 -0.7065 -0.3990 0.5 0.0 0.5
Cl -4.7926 -2.1743 0.2761 -0.6 -0.6 -0.1
Cl -2.5387 -1.3514 -2.0158 0.1 -0.1 -0.5
```
Positions in Å, forces in eV/Å.

Its frontier orbital gap is 5.467 eV. The energy above the lowest of the compared OMol25 structures with the same formula, charge and spin is 222.8 kJ/mol. The LUMO energy comes out at 3.90 eV. The spin multiplicity is 1. The HOMO energy is -1.57 eV. The net charge is -2.


[4]
C30H42HgN2O2P2 as an isolated structure. Source: the OMol25 dataset; level of theory: ωB97M-V/def2-TZVPD.

```
79
Properties=species:S:1:pos:R:3:forces:R:3
P -2.7911 1.5223 2.1787 -0.9 2.7 0.4
P -2.9719 -0.7985 -0.0493 -0.9 -1.0 -2.0
C -4.2194 1.4950 1.0371 -0.5 0.1 0.3
C -4.4971 0.0625 0.5192 -0.3 0.1 0.0
H -4.0170 2.1984 0.2083 0.0 -0.3 0.3
H -5.0673 1.8762 1.6230 -0.2 -0.1 -0.5
H -4.9400 -0.5578 1.3210 0.2 0.2 -0.3
H -5.2150 0.0705 -0.3131 0.1 0.0 0.2
C -2.7420 -0.4281 -1.8153 -0.2 -0.1 -0.7
H -1.6952 -0.6603 -2.0692 -0.4 0.0 0.1
H -2.9105 0.6390 -2.0226 0.1 -0.3 0.2
H -3.3897 -1.0334 -2.4798 0.2 0.3 0.4
C -3.3238 -2.5672 0.0296 -0.2 -0.4 0.1
H -3.8916 -2.8272 -0.8706 0.0 -0.1 0.2
H -3.9166 -2.8035 0.9263 0.2 0.1 -0.3
H -2.3701 -3.1283 0.0316 -0.4 0.4 0.0
C -2.4051 3.2713 2.3895 -0.6 0.7 0.3
H -1.4949 3.3857 3.0003 -0.3 -0.1 -0.2
H -3.2552 3.7604 2.9035 0.4 0.1 -0.2
H -2.2472 3.7530 1.4139 -0.1 -0.3 0.4
C -3.4336 1.0765 3.8163 -0.1 -0.2 0.0
H -3.7564 0.0291 3.8568 0.1 0.2 0.0
H -4.2783 1.7316 4.0540 0.0 -0.1 0.0
H -2.6391 1.2356 4.5537 -0.1 -0.1 -0.2
Hg -1.2766 0.0674 1.2083 3.0 -2.1 1.8
C -1.7059 3.0170 -2.8308 -0.6 -0.3 -0.6
C -2.8546 3.7179 -2.8854 0.4 0.0 -0.5
C -3.0678 5.2058 -2.8299 0.2 -0.1 1.3
C -1.8402 5.9783 -2.2926 -0.8 0.1 -0.2
C -1.6465 5.7474 -0.8303 0.2 0.0 0.6
C -0.8519 4.8529 -0.2381 0.1 0.6 -0.1
C 0.0152 3.8236 -0.9041 0.2 -0.2 0.1
C -0.3175 3.2849 -2.3206 0.9 0.2 -0.2
C -0.3806 -0.6631 3.0725 0.6 -0.4 -0.5
H -1.6964 2.0965 -3.4422 -0.5 -0.1 1.1
H -3.7802 3.1669 -3.0931 0.4 0.0 -0.6
H -3.9377 5.3359 -2.1638 0.2 0.5 -0.2
H -3.3362 5.6326 -3.8064 0.0 -0.5 0.0
H -0.9507 5.7095 -2.8801 -0.3 0.3 0.2
H -2.0791 7.0533 -2.3965 0.4 -0.4 -0.2
H -2.2136 6.4383 -0.1979 0.3 -0.2 0.0
H -0.6755 4.9611 0.8426 -0.3 -0.2 -0.5
H 0.1385 2.9652 -0.2152 -0.2 0.3 -0.2
H 1.0331 4.2544 -0.9760 -0.3 -0.3 0.1
H 0.2140 3.9301 -3.0334 -0.1 -0.2 0.0
H 0.1958 2.3077 -2.3647 -0.1 0.5 -0.1
H -1.1505 -0.8747 3.8215 0.1 0.2 0.0
H 0.3564 0.0676 3.4223 -0.1 -0.3 0.2
H 0.1305 -1.5823 2.7441 -0.2 0.5 0.5
O -0.4746 -3.2579 -0.6354 0.1 0.2 0.0
C 0.6124 -2.8369 -0.2480 1.7 0.5 0.1
N 1.8433 -3.2933 -0.7729 -1.8 -0.3 -0.2
C 2.9319 -2.8759 0.0577 0.5 -0.3 0.0
C 2.2158 -1.7793 0.8782 0.1 0.5 0.5
O 2.8510 -0.9924 1.5836 -0.6 -0.5 -0.4
N 0.8761 -1.8445 0.6766 -0.1 -0.2 -0.7
C 3.4415 -4.0524 0.8936 0.2 0.1 -0.1
C 3.4917 -4.0329 2.2851 0.1 -0.2 0.1
C 3.8808 -5.1836 2.9833 0.0 -0.2 -0.4
C 4.2151 -6.3510 2.2888 0.0 0.3 -0.4
C 4.2429 -6.3457 0.8816 -0.2 0.7 0.1
C 3.8883 -5.1813 0.1880 0.0 -0.4 0.6
C 4.0480 -2.2650 -0.7667 0.0 0.3 0.1
C 5.3675 -2.2252 -0.3057 0.0 0.0 -0.5
C 6.3698 -1.7115 -1.1362 -0.2 0.1 0.4
C 6.0418 -1.1723 -2.3786 -0.1 0.0 -0.4
C 4.7102 -1.1631 -2.8147 -0.2 -0.1 0.7
C 3.7042 -1.6875 -1.9855 0.9 0.2 -0.5
H 1.8066 -4.1617 -1.2846 0.3 -0.1 0.2
H 3.2604 -3.1143 2.8337 -0.1 -0.3 -0.3
H 3.9127 -5.1682 4.0721 0.0 0.0 -0.2
H 4.4891 -7.2574 2.8216 0.0 0.2 0.0
H 4.5315 -7.2266 0.3118 0.0 0.1 0.2
H 3.9767 -5.1425 -0.9021 -0.2 -0.1 0.3
H 5.5957 -2.5976 0.6928 0.0 0.0 -0.3
H 7.4055 -1.7202 -0.7840 -0.3 0.1 -0.2
H 6.8233 -0.7537 -3.0197 -0.2 -0.2 0.2
H 4.4278 -0.7400 -3.7770 0.2 0.0 0.2
H 2.6591 -1.6633 -2.2905 0.3 -0.1 0.0
```
Positions in Å, forces in eV/Å.

Its frontier orbital gap is 6.647 eV. The energy above the lowest of the compared OMol25 structures with the same formula, charge and spin is 4.0 kJ/mol. The LUMO energy comes out at -0.44 eV. The spin multiplicity is 1. The HOMO energy is -7.08 eV.